This record from the OMol25 dataset describes a molecular structure, C43H104CrN5O36S7. The level of theory is ωB97M-V with the def2-TZVPD basis set.

Structure (XYZ):
```
196
Properties=species:S:1:pos:R:3:lowdin_charge:R:1
Cr 12.0190 -27.8894 6.8293 0.857
C 13.1262 -24.6417 4.4504 -0.036
C 12.0618 -25.8046 4.6918 -0.506
C 11.2446 -26.0591 3.3574 -0.026
O 12.6051 -26.9230 5.3171 -0.323
H 13.9826 -25.0860 3.8724 0.090
H 13.3677 -24.0113 5.3383 0.054
H 12.5730 -23.9634 3.8051 0.053
H 11.3000 -25.3405 5.3131 0.103
H 12.1218 -26.4381 2.8089 0.090
H 10.8021 -25.1272 3.0342 0.056
H 10.4280 -26.7103 3.5786 0.038
C 12.4255 -30.9781 4.4962 -0.054
C 11.5939 -29.7132 4.5882 -0.598
C 10.3288 -29.7142 3.8507 -0.071
O 11.3298 -29.3843 5.9082 -0.297
H 11.9711 -31.7331 5.1499 0.082
H 13.3651 -30.8343 5.0214 0.045
H 12.6668 -31.3863 3.5192 0.079
H 12.3046 -28.9587 4.0349 0.147
H 9.6142 -30.4667 4.1971 0.093
H 10.6062 -29.8331 2.7968 0.092
H 9.7154 -28.8153 4.0144 0.044
C 8.5685 -27.5113 6.0938 -0.016
C 9.3165 -26.5591 6.9894 -0.584
C 8.5080 -26.1382 8.1528 -0.037
O 10.4974 -27.0950 7.3620 -0.263
H 9.2085 -27.9681 5.3469 0.041
H 7.8168 -26.8548 5.5720 0.087
H 8.0454 -28.2390 6.6701 0.065
H 9.3858 -25.6320 6.4340 0.106
H 7.5914 -25.6598 7.8373 0.073
H 8.9616 -25.4179 8.8282 0.066
H 8.2443 -27.0225 8.7589 0.096
C 11.6645 -31.0275 10.0277 -0.060
C 11.4476 -30.3191 8.7296 -0.344
C 9.8424 -30.2510 8.5314 -0.145
O 9.3546 -29.6966 9.7656 -0.257
C 7.9832 -30.1353 10.1019 -0.048
N 12.1067 -28.9696 8.6935 0.032
H 12.7539 -31.3509 10.0570 0.106
H 11.0124 -31.8343 10.2986 0.075
H 11.4878 -30.2782 10.7934 0.071
H 11.8003 -30.8554 7.8291 0.130
H 9.6000 -31.3183 8.4477 0.120
H 9.5439 -29.6727 7.6073 0.116
H 7.2704 -29.9378 9.1825 0.119
H 7.6518 -29.6209 10.9994 0.045
H 7.9390 -31.2485 10.3135 0.096
H 11.6240 -28.3024 9.3425 0.084
H 13.0568 -29.0409 9.0376 0.063
C 12.0729 -25.7146 16.0702 -0.042
C 10.7418 -26.3491 16.5052 -0.424
C 9.5596 -25.4175 16.3363 -0.230
O 9.3101 -25.0263 15.0144 -0.186
C 8.1413 -24.2274 14.9218 -0.074
N 10.5973 -27.7099 15.9148 0.042
H 12.1877 -24.6872 16.4405 0.081
H 12.1129 -25.6804 14.9684 0.063
H 12.9447 -26.3500 16.3454 0.089
H 10.6582 -26.5978 17.5372 0.120
H 9.9429 -24.6149 16.9405 0.120
H 8.6958 -25.9881 16.7905 0.134
H 8.2138 -23.3861 15.5793 0.079
H 7.2911 -24.8161 15.2932 0.080
H 8.0446 -23.9140 13.8657 0.093
H 11.2792 -28.3398 16.4349 0.103
H 10.9950 -27.7142 14.9586 0.045
C 16.4822 -28.5968 7.0903 -0.042
C 15.0603 -28.2663 7.5132 -0.446
C 14.8432 -26.7758 7.6857 -0.134
O 13.4716 -26.6950 8.1531 -0.242
C 13.1496 -25.3680 8.5717 -0.062
N 14.1246 -28.6522 6.5487 0.024
H 16.6161 -29.6057 6.5301 0.114
H 17.1922 -28.5902 7.9305 0.084
H 16.6947 -27.8791 6.3149 0.072
H 14.8182 -28.7683 8.4841 0.150
H 15.0413 -26.1638 6.7746 0.150
H 15.5291 -26.4707 8.4982 0.147
H 13.6143 -25.0893 9.4807 0.076
H 12.0798 -25.2537 8.6842 0.084
H 13.4903 -24.6088 7.8693 0.092
H 14.1492 -29.6568 6.3755 0.102
H 14.1789 -28.2107 5.6486 0.097
C 11.0002 -20.2776 7.3256 -0.046
C 12.3567 -20.8852 7.6579 -0.368
C 13.4540 -21.0682 6.5544 -0.168
O 14.4193 -21.9117 7.1926 -0.205
C 15.5718 -22.0729 6.4280 -0.131
N 12.8335 -20.0210 8.8099 0.038
H 10.8156 -20.4184 6.2906 0.054
H 10.9420 -19.1928 7.4574 0.081
H 10.1359 -20.6683 7.8822 0.069
H 12.2277 -21.9172 7.9717 0.116
H 13.9311 -20.0978 6.2705 0.141
H 12.8729 -21.5548 5.7697 0.118
H 16.0411 -22.9254 6.8057 0.063
H 16.2959 -21.2492 6.4005 0.093
H 15.3214 -22.3090 5.3815 0.091
H 12.8808 -19.1047 8.4830 0.037
H 13.7579 -20.3440 9.0527 0.060
C 4.0583 -27.5264 4.7379 -0.015
C 3.6375 -28.1935 6.1041 -0.432
C 2.4108 -29.0596 5.9303 -0.215
O 1.9536 -29.3265 7.2397 -0.203
C 0.6405 -29.8193 7.3085 -0.114
N 4.7903 -28.7586 6.7777 0.056
H 5.0800 -27.3487 4.7874 0.038
H 3.3526 -26.7411 4.3977 0.083
H 3.9150 -28.3502 4.0500 0.076
H 3.2644 -27.3405 6.7217 0.126
H 2.6295 -30.0132 5.4374 0.128
H 1.6160 -28.5578 5.3070 0.140
H 0.5168 -30.7721 6.7941 0.084
H -0.0435 -29.0960 6.8708 0.085
H 0.4278 -29.9507 8.3794 0.092
H 5.3052 -29.2620 6.0773 0.064
H 4.4965 -29.4500 7.4630 0.071
C 10.3296 -27.0443 12.5157 -0.178
C 10.2744 -26.8802 10.9970 -0.142
O 11.5387 -26.3236 10.6134 -0.217
S 12.6046 -26.7479 11.7465 0.602
O 13.1001 -25.5339 12.3106 -0.223
O 13.4251 -27.7484 11.2411 -0.194
O 11.6232 -27.5024 12.7973 -0.194
H 9.7061 -27.8224 12.8957 0.118
H 10.1298 -26.1240 13.0688 0.122
H 9.4949 -26.1396 10.7885 0.099
H 10.1050 -27.7296 10.3658 0.095
C 7.1678 -23.9622 5.3984 -0.122
C 7.3739 -22.8751 6.4047 -0.174
O 8.5267 -22.2598 5.9090 -0.194
S 8.5601 -22.1851 4.3419 0.541
O 9.8534 -22.5019 3.8689 -0.226
O 7.9864 -20.9473 3.9851 -0.210
O 7.5442 -23.3782 4.0986 -0.189
H 6.1217 -24.2750 5.3085 0.124
H 7.7728 -24.8641 5.6361 0.097
H 7.6583 -23.3041 7.3965 0.126
H 6.5542 -22.1534 6.4936 0.147
C 2.5429 -23.7486 4.3001 -0.209
C 1.5058 -23.8494 5.3455 -0.137
O 0.1702 -23.9207 4.6257 -0.197
S 0.5802 -24.8433 3.3160 0.624
O -0.0907 -24.2216 2.2105 -0.227
O 0.3773 -26.1483 3.8041 -0.225
O 2.1425 -24.5671 3.2398 -0.198
H 3.5394 -24.0327 4.6804 0.123
H 2.5499 -22.7577 3.9410 0.126
H 1.4710 -22.9047 5.8521 0.126
H 1.4931 -24.6523 6.0451 0.114
C 6.9379 -28.0445 15.6264 -0.149
C 6.7223 -29.4344 15.0602 -0.069
O 6.9198 -29.2489 13.5794 -0.195
S 6.3252 -27.8553 13.2671 0.562
O 4.8792 -27.9420 12.9718 -0.252
O 7.1645 -27.3185 12.2310 -0.238
O 6.5577 -27.1168 14.6040 -0.175
H 7.9270 -27.8101 15.8982 0.075
H 6.3846 -27.9348 16.5713 0.149
H 5.7399 -29.8414 15.1466 0.124
H 7.5541 -30.0987 15.3407 0.148
C 5.3692 -24.9489 10.1921 -0.098
C 4.5294 -26.0952 9.7324 -0.167
O 3.3223 -25.5019 9.2296 -0.157
S 3.7453 -24.1794 8.4924 0.496
O 2.7781 -23.1949 8.7127 -0.196
O 4.0803 -24.5562 7.1807 -0.223
O 5.0075 -23.8175 9.3047 -0.179
H 6.4140 -25.1131 10.2031 0.102
H 4.9271 -24.6210 11.1303 0.141
H 4.2423 -26.6624 10.6407 0.133
H 5.0069 -26.8341 9.1173 0.119
C 11.1927 -21.8393 12.1004 -0.093
C 11.8907 -22.5648 10.9383 -0.158
O 10.9281 -23.4767 10.4706 -0.202
S 9.4555 -22.9321 10.6451 0.582
O 8.6800 -23.9194 11.2913 -0.226
O 9.0262 -22.3812 9.3851 -0.225
O 9.8061 -21.7502 11.6444 -0.193
H 11.4765 -20.7322 12.1152 0.163
H 11.2418 -22.3813 13.0175 0.118
H 12.6310 -23.2412 11.3668 0.120
H 12.2395 -21.8628 10.1678 0.102
C 7.4425 -24.9326 0.6102 -0.155
C 7.6288 -26.2958 1.2869 -0.156
O 6.3697 -26.7181 1.7714 -0.191
S 5.2558 -25.6497 1.2857 0.664
O 4.9286 -24.7854 2.4237 -0.248
O 4.1561 -26.3593 0.6415 -0.237
O 6.1015 -24.9136 0.1763 -0.157
H 7.9366 -24.9342 -0.3083 0.119
H 7.7077 -24.1386 1.2570 0.117
H 8.2918 -26.3354 2.1451 0.120
H 7.9062 -27.0842 0.5417 0.147
```

ΔE to the lowest compared entry with this formula, charge and spin: 11.4 kcal per mole
multiplicity: 4
E_LUMO (alpha / beta): -0.038 / -0.038 eV
orbital gap (alpha / beta): 7.687 / 8.474 eV
energy: -231696.4023 eV

---

This record from the OMol25 dataset describes a molecular structure, C43H112CdN7O17. The level of theory is ωB97M-V with the def2-TZVPD basis set.

Structure (XYZ):
```
180
Properties=species:S:1:pos:R:3:lowdin_charge:R:1
Cd 3.8828 2.4649 -2.1122 1.486
C 0.9720 1.2769 -0.8332 -0.238
O 2.3062 1.2397 -1.3325 -0.476
H 0.8344 0.9768 0.2055 0.059
H 0.4269 2.1847 -1.0919 0.058
H 0.4172 0.5479 -1.4238 0.042
C 3.7304 -6.2202 -1.9709 -0.054
O 4.3004 -4.9310 -1.5386 -0.214
C 5.3836 -5.0243 -0.6400 -0.217
C 5.8636 -3.6369 0.0303 -0.169
N 4.7511 -2.8778 0.5829 -0.063
C 4.1080 -3.6060 1.6887 -0.188
C 2.9674 -2.7504 2.1709 -0.168
O 1.7443 -3.0089 1.4095 -0.217
C 0.6652 -2.2480 1.9508 -0.116
H 4.5173 -6.9744 -1.9725 0.085
H 3.2188 -6.1658 -2.9318 0.082
H 2.9737 -6.4787 -1.2301 0.073
H 6.2456 -5.4194 -1.1776 0.113
H 5.1459 -5.7015 0.1804 0.105
H 6.4447 -2.9593 -0.5952 0.091
H 6.5622 -3.8558 0.8379 0.113
H 4.0779 -2.5733 -0.1057 0.065
H 4.7381 -3.8071 2.5551 0.129
H 3.7281 -4.5814 1.3848 0.114
H 3.2539 -1.7020 2.0880 0.117
H 2.7350 -2.8732 3.2288 0.124
H 0.3522 -2.7176 2.8833 0.097
H -0.2749 -2.1091 1.4169 0.066
H 0.8248 -1.1883 2.1499 0.071
C 2.0377 4.9863 -2.2745 -0.032
O 2.5738 3.8090 -2.9107 -0.366
C 2.0103 3.4776 -4.1842 -0.163
C 2.2071 1.9697 -4.4366 -0.163
N 3.6160 1.6844 -4.1179 -0.158
C 3.9185 0.2525 -4.0349 -0.179
C 5.2239 -0.0033 -3.3333 -0.188
O 5.1598 0.7978 -2.1830 -0.328
C 6.1327 0.4411 -1.1791 -0.034
H 2.0198 5.8893 -2.8847 0.112
H 2.5200 5.1305 -1.3077 0.096
H 1.0154 4.6839 -2.0475 0.080
H 2.3660 4.0889 -5.0136 0.139
H 0.9276 3.5980 -4.1459 0.135
H 1.8795 1.7273 -5.4475 0.142
H 1.6207 1.4085 -3.7091 0.091
H 4.2414 2.1400 -4.7669 0.135
H 3.9403 -0.2677 -4.9925 0.143
H 3.0499 -0.0704 -3.4610 0.101
H 6.1086 0.2500 -3.9175 0.142
H 5.2079 -1.0867 -3.2146 0.149
H 5.9060 -0.5398 -0.7615 0.088
H 6.1945 1.2322 -0.4318 0.088
H 7.1328 0.3108 -1.5926 0.101
C -1.9567 -4.1929 -9.3450 -0.151
O -2.0191 -4.7032 -8.0487 -0.196
C -0.9010 -5.6392 -7.9531 -0.201
C -0.9213 -6.2158 -6.5580 -0.228
N -0.1885 -5.4858 -5.5208 -0.024
C -0.8125 -4.1423 -5.4164 -0.211
C -0.0210 -3.2752 -4.5296 -0.274
O -0.5667 -2.0181 -4.6182 -0.143
C 0.1798 -1.1443 -3.8497 -0.146
H -1.0905 -3.5452 -9.4802 0.087
H -2.8919 -3.6593 -9.5145 0.091
H -1.9093 -4.8888 -10.1827 0.087
H 0.0889 -5.3037 -8.2622 0.133
H -1.2040 -6.4502 -8.6154 0.122
H -0.3504 -7.1369 -6.6749 0.115
H -1.9043 -6.5828 -6.2630 0.126
H -0.5388 -5.9598 -4.7006 0.099
H -1.8305 -4.1344 -5.0271 0.127
H -0.8446 -3.6039 -6.3636 0.123
H 1.0265 -3.3549 -4.8203 0.138
H -0.1667 -3.6295 -3.5091 0.108
H -0.2086 -0.1412 -3.6732 0.080
H 1.1556 -1.0501 -4.3263 0.079
H 0.4032 -1.4433 -2.8256 0.070
C -3.4512 3.0836 5.5702 -0.119
O -2.1464 3.3922 6.0483 -0.197
C -2.0632 4.8554 6.1880 -0.186
C -0.7317 5.2744 6.8094 -0.195
N 0.3688 4.5854 6.1615 -0.055
C 0.7831 5.2422 4.9360 -0.198
C 1.8480 4.4140 4.1634 -0.222
O 1.1543 3.2328 3.9321 -0.182
C 1.8881 2.4523 3.0431 -0.132
H -4.1898 2.9830 6.3655 0.092
H -3.3887 2.0949 5.1157 0.053
H -3.8497 3.7189 4.7792 0.089
H -2.8853 5.1723 6.8297 0.124
H -2.1258 5.2689 5.1814 0.110
H -0.8285 4.8268 7.7985 0.117
H -0.5210 6.3429 6.8550 0.126
H -0.1507 3.7710 5.8667 0.075
H 1.1585 6.2508 5.1085 0.116
H -0.1050 5.3055 4.3073 0.095
H 2.7384 4.2486 4.7698 0.127
H 2.2055 4.8704 3.2403 0.100
H 1.9843 2.9096 2.0584 0.078
H 1.2294 1.5996 2.8782 0.061
H 2.8062 2.0950 3.5095 0.099
C -4.5026 -6.6897 3.9034 -0.103
O -3.9010 -5.4578 3.5964 -0.206
C -4.3043 -4.3413 4.3882 -0.176
C -3.6356 -3.1207 3.7395 -0.114
N -4.4452 -2.5897 2.6082 0.125
C -3.8514 -1.5220 1.7859 -0.136
C -3.1442 -0.3784 2.5099 -0.143
O -1.9142 -0.8829 3.0755 -0.215
C -1.1265 0.1277 3.5238 -0.138
H -5.5274 -6.8063 3.5507 0.096
H -4.4586 -6.9932 4.9493 0.094
H -3.9026 -7.5086 3.5063 0.093
H -3.9822 -4.3724 5.4290 0.133
H -5.3939 -4.3176 4.4078 0.133
H -2.7011 -3.4570 3.2904 0.137
H -3.4058 -2.3243 4.4474 0.133
H -4.7361 -3.4614 2.1892 0.113
H -4.6605 -1.0733 1.2097 0.138
H -3.1823 -1.9266 1.0265 0.092
H -3.6614 0.1917 3.2816 0.132
H -2.8814 0.3133 1.7095 0.128
H -0.2735 -0.3177 4.0357 0.105
H -1.6411 0.7546 4.2520 0.090
H -0.7488 0.7444 2.7082 0.082
C -0.0289 -4.7045 -0.8887 -0.072
O -1.4275 -4.9711 -1.0416 -0.182
C -2.1568 -4.8583 0.1722 -0.197
C -3.6576 -5.0770 0.0567 -0.117
N -4.3544 -3.8775 -0.4940 0.049
C -4.2165 -3.5972 -1.9241 -0.143
C -4.7947 -2.1693 -2.1675 -0.140
O -4.1178 -1.1679 -1.3695 -0.226
C -2.7399 -0.9196 -1.5334 -0.094
H 0.5233 -4.9068 -1.8065 0.083
H 0.3998 -5.4247 -0.1918 0.096
H 0.1920 -3.6800 -0.5892 0.066
H -1.9348 -3.9011 0.6439 0.107
H -1.8734 -5.6860 0.8224 0.135
H -4.0394 -5.1557 1.0747 0.091
H -4.0386 -5.9530 -0.4682 0.142
H -4.0968 -3.0384 0.0057 0.050
H -4.7992 -4.2279 -2.5956 0.134
H -3.1832 -3.6728 -2.2628 0.114
H -5.8528 -2.0933 -1.9170 0.130
H -4.6823 -1.8604 -3.2068 0.127
H -2.4614 0.0854 -1.2166 0.094
H -2.3905 -1.1328 -2.5436 0.085
H -2.2079 -1.6267 -0.8969 0.068
C -2.2321 5.2697 -0.9653 -0.125
O -1.5290 6.1055 -0.0931 -0.207
C -0.7173 5.4678 0.9085 -0.181
C 0.1313 6.6381 1.4410 -0.222
N -0.6223 7.4366 2.3918 -0.044
C 0.2117 8.5939 2.8154 -0.167
C -0.6940 9.6707 3.4850 -0.226
O -1.3400 10.5424 2.5581 -0.176
C -2.3771 11.2939 3.2114 -0.113
H -3.0916 5.8295 -1.3341 0.095
H -2.7324 4.4765 -0.4097 0.081
H -1.6545 4.8325 -1.7798 0.071
H -0.1652 4.7058 0.3584 0.093
H -1.3327 4.9210 1.6229 0.121
H 0.6185 7.1569 0.6154 0.117
H 0.9042 6.2462 2.1022 0.089
H -1.4637 7.7247 1.9131 0.109
H 0.6802 9.0812 1.9604 0.113
H 1.0424 8.4138 3.4978 0.111
H -0.0134 10.3355 4.0170 0.111
H -1.2881 9.4245 4.3651 0.119
H -2.0048 11.7697 4.1187 0.081
H -3.2591 10.7863 3.6020 0.082
H -2.8057 12.0990 2.6146 0.087
O 2.2864 -1.9950 -0.9664 -0.041
H 1.8464 -2.3331 -0.1865 -0.018
H 2.1682 -1.0464 -0.9164 0.003
O 3.8246 1.0735 1.3644 -0.053
H 3.0818 1.1214 0.7626 -0.020
H 4.2858 1.9034 1.2429 0.028
```

ΔE to the lowest compared entry with this formula, charge and spin: 24.3 kcal per mole
multiplicity: 2
E_LUMO (alpha / beta): -5.731 / -8.695 eV
orbital gap (alpha / beta): 5.705 / 2.741 eV
energy: -96180.2581 eV
net charge: +2

---

Among the records above, which one has the lowest multiplicity? C43H112CdN7O17

---

Among the records above, which one has the lowest ΔE to the lowest compared entry with this formula, charge and spin? C43H104CrN5O36S7